1.
A molecular structure, C54H47FGeN7O9S6Ti in a non-equilibrium geometry. Source: the OMol25 dataset; level of theory: the ωB97M-V functional and the def2-TZVPD basis.

Calculated values
HOMO-LUMO gap (alpha / beta), eV: 4.972 / 5.068
DFT total energy, Ha: -8561.676737
⟨S²⟩: 0.786
Relative energy (zero: lowest compared OMol25 entry of this formula, charge and spin), eV: 1.161

Structure (ORCA input):
```
! wB97M-V def2-TZVPD RIJCOSX def2/J DEFGRID3
* xyz -2 2
Ti -0.599 0.454 -0.260
N -3.349 -2.652 -2.052
C -2.796 -3.472 -3.051
C -3.472 -4.598 -3.484
C -2.914 -5.415 -4.463
C -1.678 -5.101 -4.997
C -1.003 -3.966 -4.559
C -1.559 -3.142 -3.595
S -0.670 -1.684 -3.137
N -1.576 -1.103 -1.817
C -2.739 -1.542 -1.530
C -3.553 -0.731 -0.574
C -4.841 -1.049 -0.174
C -5.530 -0.133 0.611
C -4.926 1.064 0.937
C -3.624 1.286 0.512
N -2.955 0.398 -0.207
H -4.275 -2.873 -1.742
H -4.437 -4.841 -3.051
H -3.449 -6.297 -4.792
H -1.230 -5.733 -5.753
H -0.029 -3.714 -4.965
H -5.318 -1.983 -0.436
H -6.530 -0.360 0.956
H -5.430 1.811 1.535
H -3.092 2.197 0.752
O -1.287 -1.465 0.920
C -1.319 -1.848 2.103
C -2.495 -2.671 2.573
C -2.141 -4.126 2.907
C -1.541 -4.300 4.300
C -0.228 -3.554 4.517
C -0.335 -2.041 4.356
N -0.340 -1.614 2.967
H -3.227 -2.625 1.767
H -2.938 -2.185 3.445
H -1.457 -4.522 2.149
H -3.056 -4.723 2.847
H -1.391 -5.365 4.498
H -2.273 -3.945 5.035
H 0.524 -3.914 3.807
H 0.151 -3.771 5.519
H 0.524 -1.549 4.807
H -1.228 -1.659 4.866
H 0.438 -1.021 2.680
F -3.138 5.145 -3.772
C -2.531 4.128 -3.090
C -1.716 4.421 -2.021
C -1.109 3.366 -1.339
C -1.282 2.017 -1.682
C -2.131 1.806 -2.779
C -2.751 2.827 -3.490
H -1.549 5.450 -1.730
H -0.455 3.641 -0.521
H -2.339 0.793 -3.110
H -3.387 2.624 -4.344
O 0.757 6.041 4.685
N -0.059 5.213 5.044
O -0.672 5.278 6.098
C -0.324 4.080 4.154
C -1.335 3.222 4.488
C -1.613 2.159 3.619
C -0.881 1.934 2.425
O -1.137 0.982 1.615
C 0.181 2.866 2.158
C 0.446 3.933 3.002
N 0.990 2.701 1.050
O 0.804 1.712 0.182
O 1.908 3.508 0.823
N -2.718 1.306 4.004
O -2.998 0.325 3.330
O -3.382 1.633 4.984
H -1.912 3.357 5.386
H 1.259 4.600 2.772
C 1.179 2.221 -6.937
C 2.390 2.229 -6.255
C 2.474 1.699 -4.975
C 1.366 1.144 -4.321
C 0.171 1.140 -5.037
C 0.067 1.670 -6.319
Ge 1.647 0.316 -2.484
C 2.715 -1.261 -3.118
C 3.538 -2.005 -2.263
C 4.227 -3.128 -2.703
C 4.100 -3.559 -4.017
C 3.279 -2.849 -4.882
C 2.605 -1.718 -4.435
C 3.001 1.589 -1.816
C 4.147 1.219 -1.116
C 5.073 2.166 -0.693
C 4.872 3.509 -0.971
C 3.729 3.899 -1.654
C 2.803 2.949 -2.054
H 1.105 2.643 -7.933
H 3.274 2.651 -6.719
H 3.434 1.717 -4.473
H -0.718 0.717 -4.593
H -0.889 1.655 -6.831
H 3.620 -1.723 -1.220
H 4.858 -3.673 -2.010
H 4.633 -4.438 -4.361
H 3.170 -3.168 -5.913
H 1.989 -1.169 -5.140
H 4.327 0.181 -0.871
H 5.945 1.851 -0.132
H 5.589 4.249 -0.635
H 3.538 4.949 -1.844
H 1.899 3.278 -2.558
C 0.815 -2.603 -0.577
C 0.985 -1.089 -0.295
O 1.945 -0.792 0.400
H 1.292 -2.901 -1.509
H -0.230 -2.903 -0.609
H 1.318 -3.111 0.248
C 0.490 1.149 6.947
S 1.609 -0.255 7.175
C 3.055 0.348 6.398
C 3.179 0.654 5.074
S 2.035 0.561 3.811
S 4.775 1.282 4.669
C 5.519 1.202 6.217
S 7.099 1.631 6.528
S 4.444 0.634 7.418
H -0.465 0.874 7.395
H 0.365 1.342 5.881
H 0.883 2.035 7.443
*
```

2.
5 unconnected molecules or ions with the total composition C3H18NO4 in a non-equilibrium geometry. Source: the OMol25 dataset; level of theory: the ωB97M-V functional and the def2-TZVPD basis.

Calculated values
HOMO-LUMO gap, eV: 11.766
DFT total energy, Ha: -480.584240
Relative energy (zero: lowest compared OMol25 entry of this formula, charge and spin), eV: 1.076

Structure (ORCA input):
```
! wB97M-V def2-TZVPD RIJCOSX def2/J DEFGRID3
* xyz 1 1
C 0.923 2.312 0.640
C -0.165 1.340 0.421
C -1.360 1.902 -0.379
N 0.295 0.065 -0.240
H 1.671 2.060 1.399
H 1.564 2.614 -0.202
H 0.531 3.272 0.987
H -0.697 1.117 1.358
H -1.534 1.808 -1.457
H -1.433 2.958 -0.094
H -2.297 1.500 0.022
H -0.027 -0.805 0.190
H -0.148 0.057 -1.185
H 1.340 -0.005 -0.395
H -2.244 -2.149 0.200
H -1.582 -3.528 0.175
O -1.428 -2.599 -0.046
H 2.975 -1.295 -0.119
H 2.897 -0.878 -1.630
O 2.877 -0.556 -0.736
H -0.968 -1.898 -1.527
H -0.798 -2.056 -3.049
O -1.047 -1.413 -2.379
H 0.371 -0.784 3.215
H 0.212 -1.992 2.500
O 0.072 -1.048 2.331
*
```

3.
A molecular structure, C4H5NO in a non-equilibrium geometry. Source: the OMol25 dataset; level of theory: the ωB97M-V functional and the def2-TZVPD basis.

Calculated values
HOMO-LUMO gap, eV: 10.820
DFT total energy, Ha: -285.319177
Relative energy (zero: lowest compared OMol25 entry of this formula, charge and spin), eV: 2.596

Structure (ORCA input):
```
! wB97M-V def2-TZVPD RIJCOSX def2/J DEFGRID3
* xyz 0 1
C 1.775 0.004 0.012
C 0.268 0.278 -0.246
C -1.676 0.626 -0.108
C -1.633 -0.635 -0.010
H 2.318 0.495 0.764
H 2.544 0.361 -0.822
H 2.033 -1.123 0.302
H -2.573 1.188 0.131
H -2.405 -1.547 0.266
N -0.382 1.349 -0.070
O -0.269 -0.996 -0.219
*
```

4.
2 unconnected molecules or ions with the total composition C3H10OS2 in a non-equilibrium geometry. Source: the OMol25 dataset; level of theory: the ωB97M-V functional and the def2-TZVPD basis.

Calculated values
HOMO-LUMO gap, eV: 9.537
SMILES: CCCSS.O
DFT total energy, Ha: -991.880389
Relative energy (zero: lowest compared OMol25 entry of this formula, charge and spin), eV: 0.850

Structure (ORCA input):
```
! wB97M-V def2-TZVPD RIJCOSX def2/J DEFGRID3
* xyz 0 1
C -0.435 0.060 1.395
C -0.881 -0.713 2.517
C -0.520 -0.756 0.065
S -0.478 0.552 -1.231
S -0.199 -0.474 -2.904
H 0.635 0.340 1.579
H -1.144 0.855 1.342
H -0.828 -0.167 3.473
H -2.037 -1.053 2.594
H -0.403 -1.683 2.572
H -1.524 -1.148 0.017
H 0.260 -1.425 -0.217
H 1.133 -0.314 -3.107
H 2.365 1.251 4.301
H 2.700 0.361 3.004
O 2.586 1.273 3.340
*
```

5.
A molecular structure, C17H17AuClF3N2O3S2Te. Source: the OMol25 dataset; level of theory: the ωB97M-V functional and the def2-TZVPD basis.

Calculated values
HOMO-LUMO gap (alpha / beta), eV: 7.366 / 6.993
DFT total energy, Ha: -2953.125567
⟨S²⟩: 2.043
Relative energy (zero: lowest compared OMol25 entry of this formula, charge and spin), eV: 0.073

Structure (ORCA input):
```
! wB97M-V def2-TZVPD RIJCOSX def2/J DEFGRID3
* xyz 0 3
Au -0.248 -0.207 -2.343
S 1.910 -0.925 -2.993
C 2.907 0.328 -2.421
N 4.244 0.313 -2.611
C 4.881 1.352 -1.802
C 3.705 2.311 -1.573
N 2.559 1.431 -1.784
H 4.699 -0.552 -2.847
H 5.705 1.820 -2.334
H 5.249 0.937 -0.860
H 3.692 3.120 -2.305
H 3.692 2.736 -0.572
H 1.597 1.701 -1.541
Te -2.363 1.176 -1.905
C -3.557 -0.088 -0.720
C -3.965 0.338 0.539
C -4.767 -0.491 1.312
C -5.170 -1.728 0.830
C -4.776 -2.141 -0.435
C -3.968 -1.322 -1.212
H -3.634 1.292 0.925
H -5.075 -0.165 2.297
H -5.793 -2.371 1.439
H -5.092 -3.103 -0.818
H -3.655 -1.652 -2.195
F 0.156 2.363 2.965
C 0.820 2.490 1.819
F 1.501 1.357 1.600
F 1.707 3.484 1.954
S -0.327 2.832 0.423
O -0.889 4.113 0.726
O -1.255 1.700 0.514
O 0.534 2.765 -0.752
Cl 1.786 -0.642 4.246
C 1.089 -1.208 2.764
C -0.280 -1.082 2.559
C -0.828 -1.520 1.375
C -0.024 -2.098 0.365
C -0.592 -2.557 -0.838
C 1.367 -2.192 0.604
C 1.916 -1.757 1.789
H -0.898 -0.629 3.322
H -1.892 -1.415 1.205
H -1.665 -2.581 -0.955
H 0.015 -3.077 -1.567
H 2.001 -2.619 -0.163
H 2.979 -1.837 1.974
*
```

6.
2 unconnected molecules or ions with the total composition C3H9NOS. Source: the OMol25 dataset; level of theory: the ωB97M-V functional and the def2-TZVPD basis.

Calculated values
HOMO-LUMO gap (alpha / beta), eV: 4.407 / 6.652
DFT total energy, Ha: -647.821902
⟨S²⟩: 0.755
Relative energy (zero: lowest compared OMol25 entry of this formula, charge and spin), eV: 1.368

Structure (ORCA input):
```
! wB97M-V def2-TZVPD RIJCOSX def2/J DEFGRID3
* xyz -1 2
C -1.314 -0.249 0.482
O -2.267 -0.689 -0.505
C 0.044 -0.089 -0.181
C 1.118 0.043 0.893
S 2.779 0.440 0.313
N 0.023 1.101 -1.047
H -1.653 0.702 0.903
H -1.271 -1.009 1.269
H -3.092 -0.847 -0.042
H 0.190 -0.996 -0.774
H 1.122 -0.878 1.480
H 0.786 0.837 1.573
H 2.617 -0.643 -1.370
H -0.052 0.792 -2.009
H 0.970 1.484 -0.987
*
```

7.
A molecular structure, C33H35AsFIrNO4S3 in a non-equilibrium geometry. Source: the OMol25 dataset; level of theory: the ωB97M-V functional and the def2-TZVPD basis.

Calculated values
HOMO-LUMO gap (alpha / beta), eV: 5.965 / 4.130
DFT total energy, Ha: -5268.331113
⟨S²⟩: 6.027

Structure (ORCA input):
```
! wB97M-V def2-TZVPD RIJCOSX def2/J DEFGRID3
* xyz 1 5
Ir 11.542 9.615 11.345
C 10.405 14.026 16.862
C 11.377 12.991 17.485
C 10.741 12.225 18.634
C 11.725 11.162 19.188
C 11.954 10.184 18.073
C 12.178 8.807 18.267
C 12.354 7.982 17.174
F 12.712 6.675 17.339
C 12.247 8.379 15.856
C 11.988 9.718 15.610
C 11.743 10.151 14.278
O 11.732 9.170 13.348
C 11.658 11.580 14.065
C 11.905 12.425 15.129
N 11.764 12.032 16.427
C 11.885 10.656 16.746
C 11.432 12.161 12.711
O 11.638 13.338 12.381
O 10.853 11.404 11.774
H 9.935 14.641 17.678
H 9.573 13.593 16.272
H 10.952 14.730 16.188
H 12.296 13.567 17.821
H 9.819 11.724 18.263
H 10.449 12.939 19.428
H 11.271 10.664 20.046
H 12.665 11.654 19.579
H 12.198 8.353 19.237
H 12.380 7.627 15.094
H 12.117 13.442 14.904
O 13.209 8.770 10.960
C 13.846 8.892 9.720
C 13.462 7.568 9.038
C 12.736 6.483 9.536
C 12.348 5.599 8.500
C 12.757 6.050 7.275
S 13.775 7.411 7.327
C 13.195 10.010 8.921
C 13.522 11.220 8.349
C 12.403 12.147 8.236
C 11.228 11.640 8.636
S 11.430 9.952 9.114
C 15.332 9.069 9.915
C 16.004 8.844 11.067
C 17.442 8.949 10.986
C 17.835 9.392 9.757
S 16.481 9.490 8.641
H 12.542 6.289 10.592
H 11.843 4.665 8.677
H 12.570 5.559 6.317
H 14.525 11.534 7.991
H 12.529 13.176 7.938
H 10.250 12.145 8.647
H 15.486 8.606 11.993
H 18.144 8.722 11.765
H 18.843 9.560 9.404
C 7.948 9.865 8.611
C 7.942 10.110 10.104
As 9.243 9.012 11.163
C 9.102 7.109 10.561
C 7.751 6.339 10.544
C 8.337 8.955 12.961
C 6.857 9.265 13.152
H 7.056 10.360 8.167
H 7.930 8.795 8.387
H 8.863 10.289 8.113
H 6.961 9.867 10.516
H 8.172 11.160 10.401
H 9.818 6.474 11.129
H 9.488 7.148 9.505
H 7.349 6.198 11.543
H 7.877 5.341 10.101
H 6.961 6.884 9.988
H 8.961 9.655 13.537
H 8.570 7.919 13.307
H 6.612 10.337 12.986
H 6.528 8.973 14.131
H 6.227 8.641 12.469
*
```

8.
C10H14N2O2S in the gas phase in a non-equilibrium geometry. Source: the OMol25 dataset; level of theory: the ωB97M-V functional and the def2-TZVPD basis.

Calculated values
HOMO-LUMO gap (alpha / beta), eV: 7.789 / 6.951
DFT total energy, Ha: -1047.452151
Relative energy (zero: lowest compared OMol25 entry of this formula, charge and spin), eV: 5.340

Structure (ORCA input):
```
! wB97M-V def2-TZVPD RIJCOSX def2/J DEFGRID3
* xyz 0 1
C -4.363 0.432 -0.463
C -4.078 0.532 0.861
C -3.560 -0.384 -1.347
C -2.882 0.025 1.409
C -2.520 -1.004 -0.821
C -2.093 -0.725 0.525
C 3.015 -0.777 -0.916
C 1.360 1.146 -0.715
C 1.744 -0.280 1.294
C 1.647 -0.299 -0.200
N -1.022 -1.334 1.047
N 0.535 -1.077 -0.709
O -0.809 -3.242 -0.569
O 0.958 -2.957 1.095
S 0.022 -2.363 0.186
H -5.307 0.824 -0.652
H -4.710 1.100 1.505
H -3.726 -0.537 -2.407
H -2.432 0.286 2.260
H -1.808 -1.403 -1.507
H 3.323 -1.743 -0.454
H 2.759 -0.924 -1.973
H 3.900 -0.138 -0.775
H 2.316 1.601 -1.028
H 0.899 1.714 0.134
H 0.640 0.906 -1.543
H 1.921 -1.256 1.727
H 2.471 0.460 1.669
H 0.855 0.090 1.682
*
```

9.
A molecular structure, C3H10N2Si in a non-equilibrium geometry. Source: the OMol25 dataset; level of theory: the ωB97M-V functional and the def2-TZVPD basis.

Calculated values
HOMO-LUMO gap, eV: 8.072
DFT total energy, Ha: -519.102158
Relative energy (zero: lowest compared OMol25 entry of this formula, charge and spin), eV: 6.188

Structure (ORCA input):
```
! wB97M-V def2-TZVPD RIJCOSX def2/J DEFGRID3
* xyz 0 1
C -1.212 1.433 -1.457
C 1.037 -2.071 -0.071
C -1.233 -0.057 1.731
N -0.067 0.832 -2.147
N -0.185 0.780 -0.788
Si 0.178 -0.430 0.361
H -1.166 2.532 -1.252
H -2.322 1.245 -1.533
H 1.463 -2.468 0.838
H 1.664 -1.973 -0.882
H 3.023 -0.121 1.056
H -0.899 -0.178 2.767
H -1.616 0.928 1.516
H -2.083 -0.606 1.505
H -0.309 -0.067 -2.583
H 3.729 0.220 0.937
*
```

10.
15 unconnected molecules or ions with the total composition C33H44F6N15O3 in a non-equilibrium geometry. Source: the OMol25 dataset; level of theory: the ωB97M-V functional and the def2-TZVPD basis.

Calculated values
HOMO-LUMO gap, eV: 4.956
DFT total energy, Ha: -2929.961987

Structure (ORCA input):
```
! wB97M-V def2-TZVPD RIJCOSX def2/J DEFGRID3
* xyz -1 1
N -1.623 0.912 3.099
C -1.181 -0.284 3.440
O -1.873 -1.159 3.997
C 0.329 -0.741 3.258
F 1.097 0.043 4.085
F 0.546 -2.012 3.671
C 0.935 -0.553 1.852
F 2.308 -0.614 1.998
F 0.703 0.636 1.308
C 0.546 -1.676 0.830
F 1.517 -2.590 0.709
F 0.428 -1.066 -0.396
C -0.798 -2.402 1.122
O -0.749 -3.476 1.646
O -1.984 -1.851 0.836
H -1.557 1.100 2.101
H -1.907 -0.879 0.927
C 2.900 3.857 1.816
C 1.631 3.325 2.302
N 0.630 2.890 2.661
H 3.114 4.811 2.298
H 3.703 3.156 2.045
H 2.851 4.004 0.731
C -4.094 4.411 3.232
C -3.236 3.360 3.783
N -2.532 2.533 4.175
H -5.049 4.420 3.748
H -3.614 5.381 3.358
H -4.271 4.240 2.168
C -4.358 -3.950 0.447
C -5.708 -3.647 -0.009
N -6.774 -3.428 -0.377
H -3.810 -3.031 0.634
H -4.406 -4.529 1.367
H -3.835 -4.528 -0.309
C 4.674 -1.424 -0.247
C 5.562 -0.281 -0.441
N 6.268 0.608 -0.609
H 4.103 -1.609 -1.156
H 5.262 -2.310 -0.013
H 3.985 -1.228 0.572
C 4.922 5.631 -2.007
C 3.656 5.115 -1.496
N 2.660 4.712 -1.089
H 5.134 6.590 -1.556
H 5.727 4.938 -1.766
H 4.865 5.749 -3.086
C 3.858 9.777 -2.745
C 5.067 8.959 -2.736
N 6.017 8.315 -2.726
H 3.332 9.669 -1.798
H 4.123 10.823 -2.889
H 3.204 9.459 -3.554
C -0.974 1.058 -2.622
C -2.170 0.956 -1.799
N -3.096 0.889 -1.127
H -0.311 1.816 -2.205
H -0.454 0.102 -2.637
H -1.237 1.336 -3.641
C 6.757 -5.508 -0.562
C 5.714 -4.876 -1.366
N 4.892 -4.384 -1.996
H 6.319 -6.277 0.071
H 7.500 -5.963 -1.214
H 7.242 -4.763 0.066
C -6.083 -4.096 4.434
C -5.996 -5.296 3.607
N -5.923 -6.235 2.951
H -5.885 -4.350 5.473
H -5.348 -3.363 4.102
H -7.078 -3.664 4.352
C -1.206 -6.861 0.026
C -2.214 -6.433 -0.938
N -3.021 -6.091 -1.678
H -0.484 -7.514 -0.461
H -0.691 -5.989 0.429
H -1.685 -7.399 0.842
C 1.692 -0.787 -4.652
C 0.737 -0.114 -5.529
N -0.023 0.424 -6.201
H 1.173 -1.535 -4.052
H 2.460 -1.274 -5.240
H 2.162 -0.063 -3.992
C -6.624 -4.994 -3.566
C -6.572 -4.621 -4.977
N -6.534 -4.334 -6.087
H -7.369 -5.773 -3.418
H -5.651 -5.365 -3.244
H -6.889 -4.130 -2.959
C -5.478 7.842 5.539
C -6.045 6.710 4.816
N -6.488 5.813 4.255
H -5.384 8.697 4.872
H -6.124 8.109 6.372
H -4.493 7.578 5.921
C 6.949 -1.694 -3.305
C 5.652 -1.385 -3.891
N 4.631 -1.129 -4.347
H 7.476 -0.770 -3.074
H 6.810 -2.263 -2.388
H 7.542 -2.281 -4.004
*
```